1.
{"formula": "C28H17BiF8N3O2S2", "method": "ωB97M-V/def2-TZVPD", "elements": ["Bi", "S", "S", "F", "F", "F", "F", "F", "F", "F", "F", "O", "O", "N", "N", "N", "C", "C", "C", "C", "C", "C", "C", "C", "C", "C", "C", "C", "C", "C", "C", "C", "C", "C", "C", "C", "C", "C", "C", "C", "C", "C", "C", "C", "H", "H", "H", "H", "H", "H", "H", "H", "H", "H", "H", "H", "H", "H", "H", "H", "H"], "xyz": [[0.6079, -0.0540, 0.5609], [-0.6660, -1.4911, 2.8371], [3.1847, 0.3133, 1.2860], [-6.5004, -1.4795, 1.8709], [-5.5581, -0.3366, 4.0375], [-2.9332, -0.4059, 4.5872], [7.0573, 0.1534, -1.1883], [-2.1449, -2.6119, 0.4692], [6.1533, 0.5832, 0.7479], [-4.7587, -2.6900, -0.0018], [6.0454, -1.4275, -0.1517], [1.4119, -1.7073, -0.7708], [0.3731, 1.9354, 1.7560], [2.3796, 1.0284, -1.0682], [-0.5932, 0.1097, -1.8434], [-1.8787, 0.9323, 0.4333], [-1.7061, 1.0086, -1.9278], [-2.3899, -1.4461, 2.5268], [-5.1847, -1.5350, 2.0745], [4.7067, 0.5090, -2.4680], [-0.4622, 2.1796, 2.7283], [2.4632, 1.2125, -2.3439], [3.5719, 1.0000, -3.1152], [-2.6346, 0.6671, -0.7150], [3.4602, 0.5688, -0.3641], [2.1237, -2.7394, -4.6621], [-2.9331, -2.0763, 1.4005], [1.0677, -1.9530, -4.3406], [4.6705, 0.3111, -1.0669], [1.6309, -2.0739, -1.9769], [-4.3187, -2.1386, 1.1418], [5.9702, -0.0693, -0.3734], [-3.3059, -0.8937, 3.4204], [-2.2353, 3.1035, 4.7469], [-0.0151, 2.6796, 3.9558], [-0.8480, 3.0989, 4.9666], [-0.2568, -0.5842, -2.8736], [-2.4603, 1.4856, 1.4312], [0.8193, -1.5175, -3.0433], [3.0192, -3.1521, -3.6532], [2.7367, -2.9060, -2.3205], [-4.6752, -0.9229, 3.1945], [-2.7363, 2.5955, 3.5898], [-1.8523, 2.0271, 2.6117], [-3.8274, 2.6749, 3.3708], [-2.8955, -0.4432, -0.7879], [5.5962, 0.3112, -3.0528], [1.0606, 2.6480, 4.1280], [2.2151, -3.0409, -5.6896], [3.8187, -3.8121, -3.8440], [-0.8719, -0.4140, -3.7864], [3.3214, -3.2262, -1.5140], [1.4590, 1.4677, -2.7623], [-3.6297, 1.2316, -0.7220], [-1.3540, 2.0757, -1.9457], [-2.8726, 3.6098, 5.4688], [-0.4807, 3.5289, 5.8959], [0.4173, -1.5343, -5.1045], [3.5099, 1.1787, -4.1608], [-2.3136, 0.8038, -2.9041], [-3.5586, 1.6492, 1.3044]], "forces_ev_per_angstrom": [[-0.9, 0.6, 0.5], [0.2, 0.2, -0.1], [0.3, -0.3, 1.0], [-0.4, -0.2, -0.3], [0.5, -0.2, -0.1], [0.5, 0.4, 0.5], [-0.5, 0.3, 0.5], [0.3, -0.1, -0.1], [0.4, 0.0, 0.5], [-0.1, 0.1, 0.3], [-0.2, 0.9, 0.4], [0.3, -0.9, 0.3], [0.0, -0.3, 0.4], [0.7, -0.7, 2.0], [1.0, -0.5, -0.3], [0.5, 0.2, 1.7], [-1.9, -0.3, -1.3], [0.3, -0.5, -0.2], [0.6, -0.4, -1.0], [-0.6, 0.3, 0.7], [0.0, -0.2, -0.7], [-2.3, 0.4, -1.3], [0.8, -0.5, 0.5], [-1.2, -0.5, -1.6], [0.3, 0.2, -1.1], [0.8, -0.4, -0.2], [-1.5, 0.3, -0.1], [-0.6, 1.0, -0.1], [0.3, 0.5, -1.0], [-0.5, 1.4, -0.6], [0.8, 0.7, 1.0], [-0.4, -1.4, -1.5], [-0.7, -0.4, -0.1], [-0.1, 0.7, 0.7], [1.2, 0.1, 1.3], [-0.3, 0.1, -0.6], [-0.9, 0.8, 0.2], [-0.6, 0.4, -1.0], [0.7, -1.0, 0.8], [-1.6, -0.1, 0.9], [-1.2, 1.1, -1.5], [0.0, 0.2, 0.0], [-0.1, -0.5, -1.0], [-1.5, 0.4, 0.3], [0.9, -0.4, 0.2], [0.4, 1.2, 0.0], [0.1, 0.0, 0.3], [-0.1, 0.2, -0.2], [0.4, -0.1, -0.2], [1.0, -0.5, -0.6], [0.3, -0.2, 0.2], [1.0, -0.6, 0.9], [1.1, 0.1, -0.1], [1.1, -0.5, -0.2], [-0.4, -0.9, 0.3], [-0.1, -0.3, -0.1], [0.2, -0.3, -0.2], [0.0, -0.3, -0.2], [0.2, 0.0, -0.7], [0.9, 0.5, 1.3], [0.5, 0.0, 0.4]], "orbital_gap_ev": 7.39, "largest_force_ha_per_bohr": 0.0518, "energy_ha": -3201.94780, "total_charge": -1, "e_above_lowest_ev": 0.7190, "multiplicity": 1}

***

2.
{"formula": "C18H35O5P2S", "method": "ωB97M-V/def2-TZVPD", "elements": ["S", "P", "P", "O", "O", "O", "O", "O", "C", "C", "C", "C", "C", "C", "C", "C", "C", "C", "C", "C", "C", "C", "C", "C", "C", "C", "H", "H", "H", "H", "H", "H", "H", "H", "H", "H", "H", "H", "H", "H", "H", "H", "H", "H", "H", "H", "H", "H", "H", "H", "H", "H", "H", "H", "H", "H", "H", "H", "H", "H", "H"], "xyz": [[-4.3091, 3.1562, 3.5650], [3.2354, -2.0536, -2.3628], [4.7998, -0.5506, -1.9215], [-4.7419, 2.7097, 2.2594], [0.7299, -1.5260, -1.4055], [-5.6311, 3.5694, 4.4250], [-3.4334, 2.3801, 4.4119], [-3.6820, 4.6537, 3.4086], [1.7211, -4.5697, -1.7539], [-0.1742, 1.0706, 1.8356], [-4.6798, 5.6120, 3.7531], [-4.1421, -1.1185, -1.9274], [-2.1508, -2.8525, -1.9765], [-1.7123, -0.4657, -0.7734], [0.6994, 1.7265, 3.0652], [-0.0694, -0.6596, -0.5278], [4.7901, -0.1163, -0.0221], [1.8119, -0.8003, -2.0860], [-5.5308, 4.9353, 4.8244], [5.1230, -1.4370, 0.9209], [-2.5371, 0.5056, 0.3096], [2.0702, -3.4507, -2.9465], [4.4623, 1.0819, -2.9296], [-2.5096, -1.2403, -2.0203], [-1.7937, 1.2585, 1.5958], [0.6290, 0.1156, 0.7708], [4.3318, -3.0279, -2.4439], [2.5090, -4.5417, -0.8886], [-2.3779, 1.9204, 2.3886], [-4.6000, -0.2411, -2.5910], [-5.0360, 4.9694, 5.8004], [3.8225, 1.8603, -2.3319], [5.7198, 0.6167, 0.1309], [0.8687, 2.8599, 2.8260], [-4.5746, -1.0124, -0.8454], [-2.9749, -3.5428, -2.4400], [-4.6236, -2.1159, -2.3722], [1.7254, 1.1175, 3.1073], [3.4032, -1.6764, -3.7690], [0.1864, 1.5351, 4.1181], [3.1117, -2.4254, -0.9494], [1.7957, -0.0826, 0.8956], [4.8222, -2.4565, 0.4117], [1.4835, -0.4316, -3.1716], [1.0769, -3.0701, -3.4786], [1.5126, -5.6346, -2.1963], [6.2933, -1.5254, 1.1385], [-1.8956, -3.1149, -0.8423], [3.8181, 0.4578, 0.2865], [4.5298, -1.3558, 1.9275], [-6.5250, 5.3828, 4.9055], [2.6345, -4.0858, -3.7849], [2.2035, 0.1519, -1.5307], [-3.7128, 0.6777, 0.2419], [-1.1257, -2.9653, -2.5773], [5.5480, 1.5508, -3.0891], [-2.1963, -0.7413, -3.0529], [-4.2198, 6.5368, 4.1092], [0.6982, -4.1810, -1.2770], [4.0631, 0.8350, -4.0027], [-5.2705, 5.8221, 2.8551]], "forces_ev_per_angstrom": [[0.1, -0.5, -0.4], [-0.8, -1.2, 0.1], [1.8, 1.0, 0.4], [0.5, 0.4, 1.9], [-2.1, 3.5, 2.3], [0.6, 0.0, -0.7], [-1.1, 1.0, -1.2], [-0.2, -0.9, 0.6], [-1.5, 1.3, -0.2], [-1.7, -2.3, -3.4], [-0.6, 0.2, -0.2], [-0.9, -0.1, -0.5], [1.8, 0.8, 0.1], [1.3, 1.6, 2.7], [-0.2, -1.2, -0.6], [-1.9, 1.8, 1.9], [0.9, 0.8, 0.5], [0.1, 1.6, -1.5], [0.3, 0.5, 0.4], [0.1, -0.3, -0.2], [3.5, -0.2, 1.1], [-1.0, -2.7, -0.8], [1.0, 0.9, 0.2], [-0.4, 0.0, 0.5], [2.5, -2.2, -2.2], [-2.8, 0.1, -0.6], [0.2, 0.1, -0.2], [-1.3, -0.3, -1.8], [1.4, -1.8, -2.2], [1.2, -1.7, 1.5], [0.0, 0.1, -0.1], [0.9, -1.3, -1.4], [-2.2, -1.3, -0.2], [-0.2, -2.2, 0.7], [1.0, -0.2, -2.0], [1.5, 1.5, 1.0], [1.1, 2.2, 0.9], [-2.2, 1.6, -0.2], [0.1, 0.3, -0.3], [0.9, 0.7, -2.4], [-0.2, 0.2, 0.2], [-2.8, 0.5, -0.2], [0.4, 2.2, 0.9], [0.1, -0.6, 2.2], [1.8, -0.8, 1.3], [0.6, 1.9, 1.0], [-2.6, 0.4, -0.4], [-0.8, 0.3, -2.5], [1.7, -1.1, -0.3], [1.2, -0.2, -1.8], [0.1, -0.3, -0.1], [-0.9, 1.6, 1.6], [-1.1, -1.8, -0.6], [2.9, -0.5, 0.0], [-2.3, -0.1, 1.4], [-2.4, -0.8, 0.3], [-0.4, -1.2, 2.3], [0.1, -0.3, -0.1], [2.2, -1.0, -0.8], [0.5, 0.4, 2.2], [0.0, 0.0, 0.1]], "orbital_gap_ev": 4.77, "largest_force_ha_per_bohr": 0.0903, "energy_ha": -2163.34947, "total_charge": -1, "multiplicity": 1}

***

3.
{"formula": "C28H35HfN5P2S", "method": "ωB97M-V/def2-TZVPD", "elements": ["Hf", "S", "P", "P", "N", "N", "N", "N", "N", "C", "C", "C", "C", "C", "C", "C", "C", "C", "C", "C", "C", "C", "C", "C", "C", "C", "C", "C", "C", "C", "C", "C", "C", "C", "C", "C", "C", "H", "H", "H", "H", "H", "H", "H", "H", "H", "H", "H", "H", "H", "H", "H", "H", "H", "H", "H", "H", "H", "H", "H", "H", "H", "H", "H", "H", "H", "H", "H", "H", "H", "H", "H"], "xyz": [[-3.1083, 0.6512, 0.0214], [-5.1962, -0.4469, -0.0609], [0.0200, -0.2559, -2.2615], [1.0575, 1.6069, 0.8639], [0.7015, 0.5026, -3.7900], [2.0199, 0.5514, 1.9062], [0.5329, -1.9255, -2.8709], [2.1765, 2.9849, 1.3012], [-7.3116, -0.3291, 2.0021], [-2.2764, -2.7959, 1.2394], [-3.5151, 2.4458, -1.1203], [1.5963, -0.1584, -1.3440], [0.7336, 1.7422, -5.6862], [1.7618, -2.5917, -2.8923], [-3.7656, -0.9251, 3.2180], [-3.2460, -2.2327, 3.6301], [1.9345, 0.2845, -4.4213], [1.5725, -3.9186, -3.2585], [3.4786, -0.9746, 2.7110], [0.1919, -4.0569, -3.5723], [3.8642, 4.3523, 1.9722], [-6.5131, -0.4270, 1.1388], [1.9814, 1.0338, -5.5919], [-3.0343, 0.0556, 2.5282], [1.9445, 1.1904, -0.6931], [2.7043, 5.1511, 1.7058], [2.5131, -0.7131, 3.7255], [1.6781, 0.2826, 3.2417], [-0.0163, 1.4134, -4.5649], [-1.4812, -0.0537, 2.3215], [-2.1962, -3.0141, 2.7023], [3.5156, 3.0337, 1.7015], [-1.5757, -1.9119, 0.4923], [-1.0654, -0.5423, 0.9099], [3.1536, -0.2035, 1.6111], [-0.4215, -2.8386, -3.2966], [1.6959, 4.2951, 1.2889], [0.4429, 2.4050, -6.4868], [2.3384, -4.6803, -3.2462], [-0.9874, -0.6976, 3.0739], [0.6838, 4.4715, 0.9690], [0.9123, 0.8666, 3.7272], [1.8073, 2.0406, -1.3830], [2.4098, -1.2159, 4.6760], [1.6365, -1.0233, -0.6521], [3.6650, -0.1086, 0.6701], [-4.8460, -0.7726, 3.3435], [2.4200, -0.3047, -2.0570], [-1.1699, -2.1731, -0.4977], [-2.7205, 3.2201, -1.0753], [2.6781, -2.1022, -2.6085], [-1.1670, -2.8543, 3.0907], [-2.4416, -4.0940, 2.7971], [3.0228, 1.1683, -0.4825], [4.8331, 4.6827, 2.3225], [-1.4485, -2.5338, -3.3531], [-0.9849, 1.7454, -4.2287], [-3.3173, 1.0649, 2.8565], [-3.6172, 2.1184, -2.1783], [2.6779, -0.3729, -3.9908], [0.0166, -0.6867, 0.9268], [-1.1257, 0.3420, 0.0613], [4.3214, -1.6391, 2.7532], [-3.0676, -3.3478, 0.7150], [-0.9971, 0.9218, 2.6054], [-4.4696, 2.9646, -0.8843], [-2.7807, -2.2059, 4.6337], [-4.0836, -2.9377, 3.7568], [2.8165, 1.0638, -6.2784], [2.6314, 6.2198, 1.8031], [-0.2940, -4.9381, -3.9597], [4.0996, 2.1312, 1.7722]], "forces_ev_per_angstrom": [[-0.9, -0.9, 1.2], [-2.2, -0.6, 0.5], [4.2, -1.8, -4.5], [4.9, 1.9, 1.2], [-1.2, 0.6, 1.1], [-0.8, -0.6, 0.4], [-1.5, 0.2, 0.7], [-1.6, 0.5, -0.5], [2.2, -0.4, -2.5], [-0.8, 0.9, -0.6], [0.0, 0.3, 0.4], [0.4, 0.6, 0.9], [-0.1, -0.4, 0.9], [-0.1, -0.7, 0.5], [0.6, 0.9, -1.8], [0.1, -1.9, -0.3], [-0.2, 0.5, -0.4], [-0.3, 1.5, 0.2], [-0.6, 0.5, -0.8], [-0.5, 0.9, 0.4], [-1.0, -1.1, -0.5], [0.0, 0.8, 1.2], [-0.8, -0.5, 1.3], [0.8, -0.2, 0.8], [-0.2, -0.2, -0.2], [-0.4, -0.8, -0.3], [-0.5, 0.8, -0.4], [0.3, -0.9, -0.5], [0.8, 0.0, -0.8], [-0.2, 0.6, 0.7], [-0.2, 0.4, 1.0], [-0.1, 0.5, 0.1], [-0.3, 1.5, -0.9], [1.3, -0.6, 1.1], [-0.2, -0.5, 0.7], [0.7, -1.0, -0.1], [1.0, 0.2, 0.4], [0.0, 0.0, 0.1], [0.0, 0.1, -0.3], [-0.4, -0.1, -0.5], [-0.1, 0.2, 0.1], [0.0, -0.1, 0.1], [-0.1, -0.3, 0.1], [0.2, 0.3, 0.1], [0.1, 0.5, -0.1], [0.0, -0.2, 0.1], [0.5, 0.3, 0.5], [-0.7, -0.2, 0.1], [-1.2, -0.1, -0.2], [-0.2, -0.3, -0.1], [-0.1, -0.2, 0.0], [-0.7, -0.1, -0.4], [0.3, 0.7, 0.4], [-0.5, 0.4, 0.0], [-0.2, 0.0, -0.1], [-0.3, 0.0, -0.2], [-0.1, 0.0, -0.2], [-0.6, 0.1, -0.4], [0.1, 0.1, 0.3], [-0.2, 0.1, -0.3], [0.3, 0.7, -0.2], [0.9, -1.8, 1.2], [0.1, -0.1, 0.1], [1.1, -0.9, -0.1], [-0.6, -0.7, -0.8], [0.4, -0.3, 0.0], [-0.2, 0.4, -0.2], [0.0, 0.5, 0.1], [-0.2, 0.0, 0.1], [-0.1, 0.0, 0.0], [0.0, 0.0, 0.1], [0.0, 0.1, 0.1]], "orbital_gap_ev": 3.29, "largest_force_ha_per_bohr": 0.1246, "energy_ha": -2489.75613, "total_charge": 2, "e_above_lowest_ev": 1.9382, "multiplicity": 1}